The following is a DFT calculation (ωB97M-V/def2-TZVPD) of a cluster of 12 separate species, C44H64O36 in total at a distorted geometry.

XYZ file:
```
144
C44H64O36 | OMol25 | ωB97M-V/def2-TZVPD
C -4.75 -6.64 -5.67
C -4.85 -6.94 -4.19
C -4.12 -5.90 -3.26
O -5.10 -5.64 -2.28
C -6.28 -6.31 -2.59
O -7.26 -6.29 -1.91
O -6.18 -6.94 -3.75
H -5.68 -6.38 -6.17
H -4.38 -7.51 -6.21
H -3.95 -5.93 -5.87
H -4.38 -7.88 -3.89
H -3.85 -4.98 -3.78
H -3.15 -6.23 -2.88
C 1.66 3.65 -7.08
C 2.83 3.34 -8.00
C 4.24 3.25 -7.35
O 4.81 2.10 -7.84
C 3.88 1.26 -8.20
O 3.97 0.04 -8.17
O 2.66 2.00 -8.45
H 1.79 4.57 -6.51
H 1.53 2.84 -6.35
H 0.78 3.81 -7.69
H 2.83 4.03 -8.85
H 4.15 3.06 -6.28
H 4.72 4.18 -7.64
C -6.53 6.18 -3.52
C -5.29 6.73 -2.71
C -5.75 7.70 -1.63
O -4.85 7.24 -0.58
C -4.29 6.05 -0.94
O -3.40 5.41 -0.41
O -4.84 5.64 -1.95
H -6.06 5.43 -4.14
H -7.30 6.79 -3.99
H -7.02 5.59 -2.74
H -4.58 7.26 -3.34
H -6.79 7.59 -1.34
H -5.49 8.69 -2.00
C 4.21 -4.40 6.25
C 2.98 -5.09 6.79
C 2.97 -6.65 6.71
O 2.68 -7.08 8.00
C 2.92 -6.08 8.86
O 2.98 -6.21 10.06
O 3.00 -4.92 8.17
H 5.06 -4.74 6.84
H 4.15 -3.31 6.23
H 4.27 -4.84 5.26
H 2.09 -4.68 6.31
H 3.88 -7.04 6.24
H 2.11 -7.08 6.20
C 2.74 -6.63 -3.53
C 2.64 -8.20 -3.47
C 3.93 -8.87 -3.63
O 4.09 -9.51 -2.40
C 3.22 -9.12 -1.55
O 3.18 -9.45 -0.40
O 2.31 -8.50 -2.15
H 1.73 -6.26 -3.70
H 3.38 -6.28 -4.33
H 3.09 -6.24 -2.57
H 1.96 -8.52 -4.26
H 4.78 -8.24 -3.88
H 3.93 -9.51 -4.52
C -2.92 5.65 6.61
C -3.07 7.13 6.88
C -4.46 7.60 7.11
O -4.29 8.32 8.28
C -3.11 8.28 8.81
O -2.77 8.93 9.81
O -2.41 7.41 8.05
H -3.60 5.24 5.86
H -3.09 5.10 7.53
H -1.89 5.48 6.30
H -2.65 7.77 6.10
H -5.04 6.69 7.27
H -4.84 8.02 6.17
C 1.55 2.26 11.34
C 1.29 0.92 10.64
C 0.21 0.13 11.40
O -0.70 -0.28 10.48
C -0.47 0.29 9.28
O -1.06 -0.05 8.24
O 0.69 1.03 9.37
H 2.16 2.15 12.23
H 0.65 2.75 11.68
H 2.07 3.07 10.83
H 2.16 0.27 10.66
H -0.33 0.71 12.15
H 0.60 -0.81 11.80
C -2.58 -1.14 -10.66
C -3.05 0.04 -9.93
C -4.57 0.31 -9.97
O -4.91 0.04 -8.63
C -3.82 0.09 -7.81
O -3.86 0.21 -6.60
O -2.69 -0.05 -8.59
H -2.96 -1.22 -11.67
H -2.90 -2.07 -10.18
H -1.49 -1.18 -10.76
H -2.59 0.93 -10.37
H -5.03 -0.34 -10.71
H -4.76 1.30 -10.39
O 3.66 0.40 -0.90
C 2.63 0.28 -0.27
O 2.51 0.28 1.14
C 1.11 0.16 1.43
C 0.51 -0.43 0.16
O 1.41 0.02 -0.83
H 0.98 -0.40 2.35
H 0.71 1.16 1.62
H -0.42 0.10 -0.02
H 0.35 -1.51 0.24
O 10.53 -4.25 -7.34
C 10.10 -3.69 -6.36
O 9.88 -2.38 -6.23
C 9.48 -2.08 -4.90
C 9.63 -3.39 -4.13
O 9.97 -4.34 -5.07
H 10.09 -1.24 -4.55
H 8.43 -1.84 -4.77
H 8.64 -3.65 -3.76
H 10.44 -3.31 -3.41
O 6.84 8.12 4.88
C 6.25 7.06 4.79
O 6.76 5.87 4.34
C 5.68 4.87 4.31
C 4.57 5.51 5.19
O 4.87 6.89 5.15
H 5.33 4.62 3.31
H 6.03 3.98 4.83
H 4.54 5.18 6.23
H 3.60 5.37 4.71
O -7.94 2.59 3.77
C -7.74 1.80 2.85
O -8.04 1.87 1.58
C -7.59 0.70 0.87
C -6.57 0.22 1.80
O -7.18 0.57 3.02
H -8.31 -0.12 0.81
H -7.14 0.88 -0.11
H -5.57 0.60 1.57
H -6.51 -0.87 1.73
```

2S+1 ... 1
Energy relative to the best compared isomer or geometry (same formula, charge and spin) ... 179.69 kcal/mol
Strongest force on any atom ... 7.02 eV/A
HOMO level ... -0.3955 Eh
Gap between HOMO and LUMO ... 10.585 eV

The following is a DFT calculation (ωB97M-V/def2-TZVPD) of a structure of composition C44H65BrClFIN4O7RbSi2Te at a distorted geometry.

XYZ file:
```
128
C44H65BrClFIN4O7RbSi2Te | OMol25 | ωB97M-V/def2-TZVPD
Rb -0.51 0.00 -0.05
C -0.15 -7.63 1.35
C 0.43 -7.01 2.62
C 1.65 -7.79 3.08
C 2.24 -7.16 4.33
C 2.59 -5.72 4.06
C 3.62 -5.10 4.73
C 3.92 -3.77 4.47
F 4.93 -3.20 5.16
C 3.23 -3.04 3.55
C 2.18 -3.65 2.85
C 1.43 -2.85 1.88
O 1.75 -1.68 1.62
C 0.30 -3.52 1.31
C 0.04 -4.81 1.60
N 0.80 -5.59 2.41
C 1.86 -4.99 3.10
C -0.61 -2.72 0.40
O -1.74 -2.39 0.87
O -0.15 -2.38 -0.70
H -0.14 -8.72 1.45
H 0.46 -7.36 0.48
H -1.18 -7.34 1.16
H -0.32 -7.04 3.41
H 2.40 -7.78 2.28
H 1.35 -8.82 3.26
H 3.12 -7.70 4.67
H 1.51 -7.22 5.15
H 4.19 -5.64 5.48
H 3.47 -2.01 3.34
H -0.83 -5.29 1.17
O -0.08 2.13 -2.06
H 0.12 1.38 -2.64
H 0.79 2.40 -1.74
O -2.51 0.03 1.92
H -2.35 -0.84 1.51
H -3.17 -0.13 2.60
O 2.24 0.09 -0.49
H 1.97 -0.70 0.02
H 2.94 0.46 0.05
Br -7.03 2.87 -0.79
C -5.86 2.66 -2.26
C -6.31 3.12 -3.50
C -5.50 3.00 -4.61
C -4.24 2.43 -4.50
C -3.80 1.97 -3.27
C -4.60 2.08 -2.14
I -3.84 1.34 -0.34
H -7.29 3.56 -3.57
H -5.85 3.36 -5.57
H -3.60 2.34 -5.37
H -2.81 1.54 -3.17
C 1.40 5.65 -0.96
C 0.63 6.73 -0.18
C 0.96 8.08 -0.84
C -0.88 6.52 -0.37
C 0.99 6.77 1.35
O 0.29 7.90 1.93
C 2.48 7.01 1.70
C 3.56 5.93 1.83
C 4.27 5.50 0.56
C 4.26 4.18 0.12
C 4.93 3.81 -1.04
C 5.61 4.77 -1.77
Cl 6.47 4.33 -3.22
C 5.64 6.09 -1.35
C 4.97 6.44 -0.18
C 0.33 5.68 2.23
N 0.60 4.25 2.09
C 0.10 3.37 1.21
N 0.54 2.15 1.47
C 1.31 2.35 2.58
N 1.38 3.60 2.99
H 0.89 5.48 -1.92
H 1.46 4.70 -0.44
H 2.42 5.97 -1.18
H 0.82 7.99 -1.92
H 2.00 8.39 -0.69
H 0.30 8.88 -0.50
H -1.15 6.74 -1.41
H -1.45 7.18 0.28
H -1.19 5.49 -0.18
H 0.69 8.71 1.59
H 2.41 7.48 2.69
H 2.86 7.79 1.04
H 3.19 5.06 2.37
H 4.33 6.36 2.47
H 3.72 3.43 0.69
H 4.92 2.78 -1.39
H 6.19 6.83 -1.92
H 5.01 7.47 0.15
H -0.74 5.81 2.13
H 0.58 5.93 3.26
H -0.57 3.62 0.40
H 1.82 1.55 3.09
C 3.00 1.26 -6.78
Si 2.92 0.45 -5.09
C 2.97 1.76 -3.76
C 4.38 -0.69 -4.86
C 1.34 -0.52 -4.98
Te 0.99 -1.30 -3.00
C -0.30 -2.86 -3.73
Si 0.66 -4.46 -3.89
C 1.38 -4.95 -2.23
C 2.05 -4.28 -5.13
C -0.48 -5.82 -4.47
H 3.93 1.83 -6.92
H 2.16 1.95 -6.91
H 2.93 0.50 -7.57
H 3.92 2.30 -3.80
H 2.89 1.30 -2.76
H 2.16 2.49 -3.87
H 5.32 -0.12 -4.82
H 4.45 -1.41 -5.68
H 4.29 -1.25 -3.92
H 1.40 -1.37 -5.67
H 0.48 0.09 -5.27
H -0.73 -2.52 -4.67
H -1.10 -2.97 -2.99
H 2.21 -4.29 -1.95
H 1.75 -5.98 -2.27
H 0.62 -4.87 -1.44
H 2.77 -3.52 -4.80
H 1.68 -4.00 -6.12
H 2.59 -5.24 -5.23
H -1.29 -5.99 -3.74
H 0.06 -6.77 -4.59
H -0.94 -5.57 -5.43
```

2S+1 ... 1
Energy relative to the best compared isomer or geometry (same formula, charge and spin) ... 14.70 kcal/mol
Strongest force on any atom ... 1.68 eV/A
HOMO level ... -0.2678 Eh
Gap between HOMO and LUMO ... 7.462 eV

The following is a DFT calculation (ωB97M-V/def2-TZVPD) of a structure of composition C44H65F4N2O4PS2SeTa at a distorted geometry.

XYZ file:
```
124
C44H65F4N2O4PS2SeTa | OMol25 | ωB97M-V/def2-TZVPD
Ta 0.02 -0.13 -1.61
C 1.20 -1.27 -5.31
C 2.52 -1.15 -4.57
N 2.38 -0.92 -3.11
C 3.16 -1.93 -2.37
C 2.58 -3.33 -2.46
C 2.87 0.42 -2.78
C 2.01 1.49 -3.41
N 0.60 1.34 -3.06
C -0.22 2.37 -3.45
C -1.49 2.51 -2.86
F -1.85 1.63 -1.89
C -2.41 3.49 -3.18
F -3.59 3.49 -2.55
C -2.12 4.46 -4.12
C -0.88 4.37 -4.71
F -0.53 5.28 -5.63
C 0.04 3.38 -4.41
F 1.18 3.41 -5.12
H 1.37 -1.52 -6.36
H 0.62 -0.36 -5.26
H 0.61 -2.08 -4.88
H 3.11 -0.35 -5.01
H 3.08 -2.07 -4.72
H 3.19 -1.63 -1.33
H 4.19 -1.93 -2.75
H 1.58 -3.35 -2.05
H 3.21 -4.02 -1.90
H 2.54 -3.69 -3.49
H 3.91 0.56 -3.13
H 2.89 0.52 -1.69
H 2.15 1.46 -4.49
H 2.39 2.46 -3.06
H -2.82 5.24 -4.37
C 4.19 1.18 5.15
C 4.67 1.44 3.72
C 6.07 0.84 3.54
C 4.77 2.96 3.51
C 3.71 0.80 2.73
C 2.95 1.52 1.83
C 2.11 0.85 0.95
Se 0.95 1.93 -0.15
C -0.56 1.91 1.04
C -0.75 2.93 1.96
C -1.83 2.89 2.82
C -2.67 1.79 2.72
C -2.52 0.75 1.81
C -1.43 0.83 0.91
O -1.21 -0.07 -0.05
C -3.55 -0.38 1.73
C -4.54 -0.32 2.89
C -4.34 -0.20 0.42
C -2.89 -1.77 1.77
C -2.13 4.00 3.82
C -1.09 5.13 3.77
C -3.51 4.61 3.50
C -2.15 3.42 5.24
C 1.99 -0.54 0.87
O 1.27 -1.14 -0.07
C 2.68 -1.28 1.87
C 3.52 -0.59 2.73
C 2.45 -2.78 2.01
C 0.95 -3.03 2.22
C 2.91 -3.52 0.75
C 3.20 -3.38 3.21
H 4.86 1.66 5.87
H 3.18 1.58 5.29
H 4.16 0.12 5.37
H 6.78 1.29 4.23
H 6.06 -0.24 3.72
H 6.43 1.01 2.52
H 5.51 3.37 4.20
H 5.09 3.20 2.50
H 3.82 3.45 3.71
H 2.97 2.60 1.81
H -0.02 3.74 1.98
H -3.51 1.74 3.40
H -5.16 0.58 2.86
H -5.21 -1.18 2.84
H -4.03 -0.36 3.86
H -4.87 0.75 0.43
H -3.66 -0.20 -0.44
H -5.06 -1.00 0.30
H -2.32 -1.89 2.69
H -3.65 -2.55 1.73
H -2.21 -1.92 0.93
H -1.04 5.58 2.78
H -1.37 5.90 4.48
H -0.10 4.76 4.04
H -3.52 5.00 2.48
H -4.30 3.87 3.59
H -3.73 5.43 4.18
H -1.19 2.95 5.47
H -2.32 4.22 5.97
H -2.93 2.68 5.36
H 4.07 -1.16 3.47
H 0.38 -2.66 1.37
H 0.75 -4.10 2.33
H 0.60 -2.52 3.12
H 2.31 -3.22 -0.10
H 3.96 -3.31 0.54
H 2.80 -4.60 0.88
H 2.91 -2.90 4.15
H 2.95 -4.44 3.28
H 4.28 -3.30 3.09
C -3.04 -4.91 -5.62
C -1.88 -4.43 -4.78
O -1.78 -3.00 -4.84
P -2.15 -2.07 -3.61
S -2.11 -0.20 -4.17
S -0.96 -2.51 -2.01
O -3.59 -2.67 -3.27
C -4.34 -2.20 -2.14
C -5.61 -3.02 -2.04
H -3.04 -6.00 -5.65
H -2.95 -4.53 -6.64
H -3.98 -4.57 -5.20
H -0.93 -4.82 -5.17
H -1.98 -4.75 -3.74
H -4.56 -1.14 -2.28
H -3.73 -2.32 -1.24
H -6.25 -2.84 -2.89
H -6.15 -2.76 -1.13
H -5.36 -4.08 -2.01
```

2S+1 ... 2
Energy relative to the best compared isomer or geometry (same formula, charge and spin) ... 19.66 kcal/mol
⟨S²⟩ ... 0.754
Strongest force on any atom ... 2.30 eV/A
HOMO level (alpha / beta) ... -0.2790 / -0.2885 Eh
Gap between HOMO and LUMO (alpha / beta) ... 7.349 / 7.907 eV